The following is a quantum chemistry calculation of the ion C8H10N3O with charge +1 in a non-equilibrium geometry, from the Open Molecules 2025 dataset.

The energy above the lowest of the compared OMol25 structures with the same formula, charge and spin comes out at 397.97 kJ/mol. Its net charge is +1. The value obtained for the electronic energy is -14965.181 eV. The value obtained for the HOMO energy is -13.2923 eV. As for the SMILES: NCC/[NH+]=C1\C=Cc2nocc21.

Geometry (Å):
N 0.4821 -1.8775 0.3041
C 1.7053 -1.6091 0.9402
C 1.3916 -0.2347 1.7034
N 1.0861 0.6849 0.6768
C -0.1484 0.6343 0.1883
C -1.4178 0.1575 0.6912
C -2.4219 0.3123 -0.2311
C -1.8793 1.1488 -1.2767
N -2.2846 1.6388 -2.4116
O -1.2031 2.2394 -2.9256
C -0.1178 1.9576 -2.2444
C -0.4361 1.3051 -1.0978
H 0.6903 -2.4456 -0.5303
H -0.2387 -2.3629 0.8429
H 2.4237 -1.6062 0.1705
H 1.9071 -2.4945 1.7246
H 0.5226 -0.4251 2.4536
H 2.3214 0.1162 2.4027
H 1.7553 1.0043 -0.0160
H -1.5732 -0.3472 1.5339
H -3.4842 -0.0234 -0.3280
H 0.9195 2.2270 -2.5705

These are the Löwdin partial charges, in e, on atoms 1 to 6: number 1, N, carries -0.013; number 2, C, carries -0.230; number 3, C, carries -0.147; number 4, N, carries 0.090; number 5, C, carries -0.121; number 6, C, carries 0.010

The following is a quantum chemistry calculation of the ion C4H7N2O2 with charge +1 in a non-equilibrium geometry, from the Open Molecules 2025 dataset.

The energy above the lowest of the compared OMol25 structures with the same formula, charge and spin comes out at 573.16 kJ/mol. Its net charge is +1. The value obtained for the electronic energy is -11323.785 eV. The value obtained for the HOMO energy is -12.8434 eV.

Geometry (Å):
C 2.6713 0.1050 -0.0631
C 0.4302 -1.0074 -0.0430
C -2.1453 1.3096 0.3922
C -1.6505 0.0591 -0.1209
N 1.7148 -1.0668 0.1073
N 2.5111 1.3687 -0.0792
O -0.2964 -2.0873 -0.1232
O -0.2055 0.0999 -0.1767
H 3.7133 -0.1243 -0.2381
H 0.2400 -3.0081 -0.0343
H -3.0189 1.8192 0.1029
H -1.2958 1.8907 0.8642
H -2.1849 -0.2972 -1.0462
H -2.0558 -0.9143 0.5134
H 1.5725 1.8532 -0.0554

These are the Löwdin partial charges, in e, on atoms 1 to 6: number 1, C, carries -0.213; number 2, C, carries -0.594; number 3, C, carries 0.407; number 4, C, carries -0.129; number 5, N, carries 0.152; number 6, N, carries 0.088

The following is a quantum chemistry calculation of a structure of composition C26H16ClMoN3O6S in a non-equilibrium geometry, from the Open Molecules 2025 dataset.

The energy above the lowest of the compared OMol25 structures with the same formula, charge and spin comes out at 763.69 kJ/mol. Its net charge is +2. The value obtained for the electronic energy is -69168.283 eV. The value obtained for the HOMO energy is -14.7295 eV.

Geometry (Å):
Mo 0.0564 0.3917 -1.1948
Cl -2.1580 6.8684 1.1711
C -1.4289 5.3210 0.9528
C -0.5888 4.8087 1.9199
C -0.0025 3.5631 1.7434
C -0.2530 2.8232 0.5988
O 0.2953 1.6271 0.4039
C -1.1162 3.3309 -0.4122
C -1.5438 2.7406 -1.7215
O -1.1697 1.6714 -2.1024
C -1.6845 4.5895 -0.1926
H -0.3835 5.3749 2.8183
H 0.6470 3.1922 2.5134
H -2.2222 3.3238 -2.3457
H -2.3481 5.0192 -0.9329
C -0.8029 -1.8906 -4.9007
C -0.8249 -0.8757 -3.9564
N -0.1483 -0.9211 -2.8193
C 0.6270 -2.0030 -2.5153
C 0.6949 -3.0749 -3.4340
C -0.0359 -2.9953 -4.6316
C 1.4830 -4.2236 -3.1708
C 2.1907 -4.3131 -2.0232
C 2.1514 -3.2592 -1.0729
C 2.8926 -3.3762 0.1043
C 2.8681 -2.3700 1.0298
C 2.0931 -1.2571 0.7563
N 1.3637 -1.0983 -0.3565
C 1.3766 -2.0896 -1.2923
H -1.3726 -1.8078 -5.8147
H -1.4102 0.0227 -4.1079
H -0.0004 -3.8036 -5.3520
H 1.5251 -5.0371 -3.8842
H 2.7877 -5.1971 -1.8376
H 3.4918 -4.2588 0.2940
H 3.4350 -2.4355 1.9475
H 2.0524 -0.4505 1.4521
O -3.8775 -0.2342 3.5994
S -2.8472 -1.0925 3.1176
O -2.6179 -2.3696 3.7054
N -2.8791 -1.1946 1.4729
C -1.8622 -0.6190 0.9521
O -1.5164 -0.4911 -0.2817
C -0.8884 0.0068 1.9288
C 0.3012 0.7001 1.7311
C 1.0126 1.1824 2.8388
C 0.5404 0.9610 4.1234
C -0.6548 0.2644 4.3313
C -1.3289 -0.1907 3.2096
H 0.7041 0.8686 0.6007
H 1.9392 1.7252 2.6869
H 1.1037 1.3359 4.9685
H -1.0443 0.0852 5.3260
O 1.3780 1.1315 -1.9450

These are the Löwdin partial charges, in e, on atoms 1 to 6: number 1, Mo, carries 1.583; number 2, Cl, carries 0.784; number 3, C, carries -0.617; number 4, C, carries -0.018; number 5, C, carries 0.057; number 6, C, carries -0.165

The following is a quantum chemistry calculation of a cluster of 6 separate species, C23H52N2O7 in total in a non-equilibrium geometry, from the Open Molecules 2025 dataset.

Its net charge is 0. The value obtained for the electronic energy is -41999.411 eV. The value obtained for the HOMO energy is -9.9979 eV. As for the SMILES: COC[C@H](C#N)[C@H](C#N)CCO.CC(C)O.CC(C)O.CC(C)O.CC(C)O.CC(C)O.

Geometry (Å):
C 4.9990 2.0711 -2.5973
O 4.0250 2.9134 -3.3611
C 2.8226 2.0903 -3.5627
C 1.5431 2.8749 -4.2231
C 2.0694 4.4368 -4.5094
N 2.3645 5.7087 -4.6847
C 0.2346 3.0188 -3.2450
C 0.6436 3.3910 -1.6669
N 0.8214 3.6277 -0.4097
C -0.8291 1.7749 -3.3144
C -0.1617 0.2938 -3.5307
O -1.0628 -0.6795 -2.8280
H 6.0289 1.9553 -3.1864
H 4.6178 0.9814 -2.4040
H 5.1693 2.5593 -1.5286
H 2.5116 1.5222 -2.5641
H 3.1353 1.2357 -4.3354
H 1.2720 2.4560 -5.3077
H -0.3566 3.9831 -3.6273
H -1.6729 1.9836 -4.1036
H -1.3805 1.7378 -2.2560
H -0.2300 0.0136 -4.6670
H 0.8933 0.1440 -3.0472
H -0.4302 -1.2720 -2.2863
C -2.5251 -4.2767 -0.9734
C -1.4104 -4.6296 -1.9452
C -1.2211 -6.1347 -2.0486
O -0.1942 -4.0297 -1.5068
H -2.2950 -4.6387 0.0351
H -2.6417 -3.1902 -0.8997
H -3.4782 -4.7107 -1.2913
H -1.6406 -4.2188 -2.9343
H -0.9449 -6.5625 -1.0783
H -0.4075 -6.3735 -2.7420
H -2.1351 -6.6244 -2.3989
H 0.0181 -4.3887 -0.6292
C -2.2303 -7.3819 2.7214
C -1.1156 -7.7348 1.7495
C -0.9263 -9.2399 1.6462
O 0.1006 -7.1350 2.1880
H -2.0003 -7.7439 3.7299
H -2.3469 -6.2954 2.7951
H -3.1834 -7.8159 2.4035
H -1.3458 -7.3241 0.7605
H -0.6501 -9.6677 2.6165
H -0.1127 -9.4787 0.9528
H -1.8403 -9.7296 1.2959
H 0.3129 -7.4939 3.0656
C -0.6339 8.3106 -2.3263
C -1.6631 7.1916 -2.3461
C -2.7465 7.4166 -1.3033
O -1.0140 5.9485 -2.0921
H -0.1329 8.3650 -1.3532
H 0.1462 8.1291 -3.0732
H -1.0996 9.2790 -2.5341
H -2.1174 7.1270 -3.3408
H -2.3203 7.4394 -0.2941
H -3.4733 6.5974 -1.3207
H -3.2755 8.3582 -1.4806
H -0.6078 5.9967 -1.2108
C 1.4673 3.6622 4.4809
C 1.5000 2.4047 3.6269
C 2.6228 2.4590 2.6032
O 0.2528 2.2593 2.9527
H 1.2927 4.5507 3.8636
H 0.6467 3.6146 5.2047
H 2.4076 3.7943 5.0252
H 1.6296 1.5269 4.2692
H 2.4891 3.3049 1.9195
H 2.6264 1.5530 1.9877
H 3.5977 2.5550 3.0913
H 0.1292 3.0344 2.3799
C -0.6327 -0.6378 5.2809
C -0.6000 -1.8953 4.4269
C 0.5228 -1.8410 3.4032
O -1.8472 -2.0407 3.7527
H -0.8073 0.2507 4.6636
H -1.4533 -0.6854 6.0047
H 0.3076 -0.5057 5.8252
H -0.4704 -2.7731 5.0692
H 0.3891 -0.9951 2.7195
H 0.5264 -2.7470 2.7877
H 1.4977 -1.7450 3.8913
H -1.9708 -1.2656 3.1799

These are the Löwdin partial charges, in e, on atoms 1 to 6: number 1, C, carries -0.102; number 2, O, carries -0.245; number 3, C, carries -0.225; number 4, C, carries -0.186; number 5, C, carries -0.093; number 6, N, carries 0.084